77
Properties=species:S:1:pos:R:3:forces:R:3 method="wB97M-V/def2-TZVPD" total_charge=+2 energy_ha=-4694.6397 gap_ev="7.246 / 9.875" spin_multiplicity=4 e_lumo_ev="-4.69 / -4.90"
V 0.276500 0.027700 0.095600 -3.1876 0.5407 -0.6098
C 2.514500 1.723700 -0.843700 0.0601 0.6705 -0.0858
C 1.426800 2.792600 -0.901800 -0.0316 -0.1707 -0.0229
C 0.608900 2.930400 0.352400 0.1017 0.6704 -0.1193
C 0.319100 4.207400 0.823800 -0.0508 -0.0938 0.1352
C -0.470500 4.364900 1.950000 -0.0269 -0.2574 -0.1041
C -0.940400 3.220600 2.581000 0.1330 0.0839 -0.0953
C -0.607000 1.990500 2.048200 -0.2723 0.2014 0.5218
N 0.139500 1.830200 0.951900 -0.1427 1.5629 0.5336
N 1.975600 0.368600 -0.967000 1.0824 0.1985 -0.7614
C 1.621600 0.033000 -2.345100 -0.1568 0.0321 -0.5925
C 0.595900 -1.075000 -2.346700 0.0532 -0.1551 -0.5839
C 0.043200 -1.563000 -3.521800 0.0736 -0.0880 0.1560
C -0.833800 -2.635300 -3.452100 0.1851 0.2455 0.1692
C -1.107200 -3.189700 -2.210000 0.0427 0.0679 0.0947
C -0.571100 -2.591700 -1.082500 -0.3145 -0.6087 -0.1559
N 0.240600 -1.538900 -1.145100 -0.0417 -1.1098 -1.1624
C 2.972200 -0.589800 -0.466200 0.3271 -0.4265 0.1302
C 2.800000 -0.730500 1.017300 0.4998 -0.1261 0.1571
C 3.834800 -1.035100 1.887500 -0.1121 0.0616 -0.0312
C 3.559000 -1.213200 3.235500 -0.3375 0.0332 -0.2135
C 2.240300 -1.089700 3.653800 0.1963 0.0016 -0.0820
C 1.270400 -0.774900 2.722800 -0.0593 -0.0839 0.5312
N 1.530500 -0.586300 1.428000 1.5679 -0.8406 1.4847
H 3.239400 1.911800 -1.647900 0.0409 -0.0752 0.1691
H 3.033100 1.792800 0.118600 0.0146 -0.0242 -0.1498
H 1.896400 3.752600 -1.122200 -0.0624 -0.0575 -0.0244
H 0.727900 2.562000 -1.713700 0.1747 0.0779 -0.0048
H 0.714700 5.070400 0.308400 0.0429 0.0163 -0.0392
H -0.719200 5.348700 2.317100 0.0180 0.0756 0.0708
H -1.546100 3.281500 3.471400 -0.0541 -0.0392 0.0526
H -0.969300 1.084800 2.513600 -0.0001 0.0292 -0.0223
H 1.184500 0.906800 -2.836800 0.1295 -0.0755 0.0882
H 2.509700 -0.270800 -2.922400 -0.1431 0.0988 0.0510
H 0.290900 -1.104100 -4.468200 0.1170 -0.0406 -0.0825
H -1.287700 -3.028800 -4.346900 -0.0220 -0.1132 -0.1179
H -1.736600 -4.059900 -2.122500 -0.0940 -0.0605 0.0792
H -0.792300 -2.966300 -0.089900 -0.0235 0.0631 -0.0427
H 2.769800 -1.569900 -0.915200 0.1131 0.1753 0.0179
H 3.992300 -0.287100 -0.741200 -0.1668 -0.0826 0.0379
H 4.843300 -1.131900 1.518600 0.1034 0.0063 -0.1020
H 4.345800 -1.447100 3.933700 0.0890 -0.0268 0.0809
H 1.969800 -1.230400 4.686900 -0.0604 -0.0019 0.1101
H 0.237100 -0.669100 3.018300 -0.0425 -0.0276 -0.0036
O -1.387900 -0.712100 1.137400 0.3128 0.0962 0.0471
C -2.531400 -1.120000 1.384300 -0.3387 -0.3054 -0.0317
C -2.708000 -2.353000 2.244000 0.0985 -0.0036 0.0811
C -3.677700 -2.228500 3.439100 -0.0462 0.2243 0.1564
C -4.232600 -0.816000 3.626200 -0.2187 -0.1733 0.0529
C -5.341300 -0.487600 2.624200 0.2223 0.0163 -0.0484
C -4.965900 -0.901800 1.197200 -0.4039 -0.0937 0.3891
N -3.606200 -0.525200 0.869600 0.3944 0.2925 -0.3046
H -1.706300 -2.598800 2.603900 -0.1025 -0.0226 -0.1448
H -3.025500 -3.164500 1.585300 0.0373 -0.0407 -0.0818
H -3.145200 -2.515900 4.345500 -0.0015 -0.0572 -0.0544
H -4.506800 -2.928100 3.333500 -0.0051 -0.0423 -0.0082
H -3.416400 -0.093800 3.533300 0.0005 0.0815 0.0838
H -4.629500 -0.715100 4.637500 0.0448 0.0640 -0.0391
H -5.555200 0.580800 2.664000 -0.0868 0.0328 -0.0369
H -6.252600 -1.019300 2.894500 -0.0915 0.0166 0.0367
H -5.646600 -0.439600 0.482800 0.1175 -0.0845 -0.0659
H -5.058100 -1.984700 1.088900 -0.0503 0.0455 -0.0684
H -3.428500 0.287500 0.288300 0.0666 -0.1805 0.1200
C -3.194700 0.778500 -3.861900 0.1657 0.1617 0.2635
As -2.045500 1.857500 -2.723600 -0.5069 0.6301 -0.7831
C -0.866200 2.818500 -3.960800 -0.2137 -0.1856 0.2996
C -3.172600 3.219500 -1.911000 0.1907 -0.2341 -0.1015
O -1.277400 0.963400 -1.575800 0.6349 -0.4616 0.7451
H -3.598600 1.411000 -4.648200 -0.0250 0.0639 -0.0605
H -4.018600 0.374800 -3.275500 0.0551 -0.0044 0.0525
H -2.632700 -0.040300 -4.308600 0.0741 0.0581 0.0817
H -1.498800 3.245100 -4.735400 -0.0754 0.0279 -0.0670
H -0.145200 2.152900 -4.437000 -0.0746 -0.0446 0.1153
H -0.347100 3.634900 -3.459000 -0.0304 -0.0918 0.0570
H -3.567500 3.876700 -2.681900 -0.0167 0.0284 -0.0741
H -2.590200 3.806900 -1.199500 0.0382 -0.1085 -0.0566
H -4.006800 2.744600 -1.394100 0.0711 -0.0325 -0.0176

11
Properties=species:S:1:pos:R:3:forces:R:3 method="wB97M-V/def2-TZVPD" total_charge=0 energy_ha=-426.8224 gap_ev=9.093 spin_multiplicity=1 e_lumo_ev=-0.69
H 1.896245 -1.321574 -0.618829 1.1687 2.9576 1.0945
N 2.285736 -0.277960 -0.392681 -5.2671 0.5418 1.7180
C 1.228801 0.492605 0.139683 5.2789 -3.0426 -4.4403
N -0.012366 -0.149367 0.343178 2.3061 1.4848 1.2253
N 0.044561 -1.499619 0.628580 -5.3724 2.0339 -4.8852
N -1.047593 -1.837741 0.024945 0.1119 -4.7277 2.1302
O -2.006039 -0.828055 -0.456348 3.8996 0.6720 1.4310
C -1.292895 0.281014 -0.091125 1.2295 1.4426 1.7240
N -1.638207 1.452114 0.134503 -4.0263 -1.5100 -2.3943
H -0.977057 2.101181 0.362689 2.1890 1.6548 1.0299
H 1.518817 1.587401 -0.074590 -1.5179 -1.5072 1.3670

14
Properties=species:S:1:pos:R:3:forces:R:3 method="wB97M-V/def2-TZVPD" total_charge=0 energy_ha=-2510.3294 gap_ev="6.231 / 7.667" spin_multiplicity=3 e_lumo_ev="0.45 / -3.02"
C 1.038417 0.340461 -0.735799 -0.2311 -0.7774 4.0854
C 0.397703 1.161225 0.415939 -1.0348 3.3397 -0.6034
C -0.041521 -0.720829 -1.031814 1.1691 -1.2897 1.3642
C -0.796421 -0.831928 0.314937 -0.0348 1.4111 -0.1537
N -0.920275 0.587010 0.635395 3.6511 -2.8051 -3.5234
Cl -1.152537 -0.434993 -2.306782 -0.5827 1.0193 -0.8836
Cl 0.727732 -2.252848 -1.355379 0.6927 -1.2383 -0.7841
Cl -2.352282 -1.615110 0.339647 0.4271 -0.1774 -0.0057
Cl 0.396654 -1.590366 1.568314 -0.9427 0.3035 -0.2665
Cl -1.620709 0.951665 2.169728 -3.2374 1.8155 5.7563
H 1.212263 0.968748 -1.524800 0.9660 1.0827 -2.1446
H 1.927223 -0.089753 -0.148209 -0.9859 0.1607 -2.0124
H 0.953875 1.205781 1.367961 -0.1482 -0.7264 -0.3076
H 0.229877 2.320940 0.290862 0.2917 -2.1182 -0.5211

10
Properties=species:S:1:pos:R:3:forces:R:3 method="wB97M-V/def2-TZVPD" total_charge=0 energy_ha=-243.3330 gap_ev=9.385 spin_multiplicity=1 e_lumo_ev=0.06
C 2.129206 -0.158290 0.144108 -4.4106 -0.9503 -1.2346
C -1.375676 0.442629 0.073793 2.5395 0.7154 -0.8690
H 2.751488 -0.985144 0.264444 0.8745 -1.2495 0.0966
H 2.534878 0.813981 0.175741 0.1913 1.2933 0.2742
H 0.340977 1.688179 0.616991 -0.5922 -3.2658 -3.4264
H -1.924966 1.370096 0.301131 0.4665 -0.2783 -0.4035
H -1.249598 -1.487211 -0.009335 -0.6747 1.4009 -0.2518
N 0.858592 -0.409495 -0.139192 3.4207 0.1613 1.0077
N 0.044222 0.627252 -0.323832 -0.6725 5.2363 4.1457
N -1.899093 -0.661462 0.083542 -1.1424 -3.0634 0.6610

14
Properties=species:S:1:pos:R:3:forces:R:3 method="wB97M-V/def2-TZVPD" total_charge=0 energy_ha=-324.6175 gap_ev=10.362 spin_multiplicity=1 e_lumo_ev=0.76
O 1.601376 -0.626086 -1.108331 0.2423 -0.0321 -0.0808
C 1.099371 -0.207171 0.132687 -0.1689 0.0717 0.3413
C 0.397256 1.125011 0.270344 0.2367 0.2960 -0.0675
C -1.029380 0.941935 -0.097423 -0.2555 0.2159 -0.1937
C -1.251595 -0.494638 -0.521272 -0.0262 -0.0295 -0.0829
C -0.241986 -0.789548 0.591126 0.0663 -0.4807 0.0942
N -0.566747 0.558004 1.262639 -0.0590 0.0112 0.2187
H 2.554154 -0.745841 -1.031858 -0.1696 0.0065 -0.0991
H 1.840078 -0.315156 0.933617 -0.0783 0.0080 -0.1089
H 0.835759 2.108153 0.418452 -0.0615 -0.1737 -0.0574
H -1.689561 1.792281 -0.244570 0.1390 -0.1346 0.0190
H -1.012396 -0.805176 -1.542527 -0.0183 0.0490 0.1479
H -2.252124 -0.829468 -0.233250 0.1425 0.0476 -0.0488
H -0.284202 -1.712299 1.170366 0.0103 0.1446 -0.0820

11
Properties=species:S:1:pos:R:3:forces:R:3 method="wB97M-V/def2-TZVPD" total_charge=0 energy_ha=-339.5257 gap_ev=9.021 smiles="[H]/N=c1/cncco1" spin_multiplicity=1 e_lumo_ev=0.00
H 2.681883 1.179842 0.095146 -0.1446 0.0265 -0.4776
N 2.391176 0.221057 -0.095234 -0.6698 -0.1769 0.6089
C 1.139370 0.062338 -0.043700 -0.4213 0.6642 0.1203
C 0.461643 -1.256461 0.027126 -0.3626 0.1556 -0.0607
N -0.811645 -1.386112 0.009288 0.2337 -0.1371 0.0352
C -1.612107 -0.254067 -0.066858 -0.0886 0.1055 0.0621
C -1.106704 0.983071 -0.024068 -0.0007 -0.5009 -0.0227
O 0.241028 1.185721 0.018733 0.5058 -0.6549 0.0090
H 1.044907 -2.173734 0.169205 0.1427 0.5863 -0.2213
H -2.678946 -0.431691 -0.086535 0.0733 0.1182 -0.0501
H -1.750604 1.870032 -0.003108 0.7322 -0.1864 -0.0032

55
Properties=species:S:1:pos:R:3:forces:R:3 method="wB97M-V/def2-TZVPD" total_charge=-1 energy_ha=-2112.6113 gap_ev=6.740 spin_multiplicity=1 e_lumo_ev=2.38
C 5.949924 -0.405311 -1.083572 -1.1828 -1.0559 0.7481
C 4.882865 -1.479568 -1.698672 2.5268 -0.2359 -0.0215
N 3.577895 -0.910195 -2.078182 -0.7043 -0.4112 -0.0571
C 3.689671 0.116060 -3.106113 0.2166 0.7404 -1.2364
C 2.807419 -0.044351 -4.445687 -1.0726 -3.5202 -5.7073
O 1.711135 0.529846 -4.705127 2.4009 -0.1623 2.3796
O 3.287463 -0.952956 -5.399826 -0.4756 3.4307 4.9058
P 3.824614 1.956096 -2.496164 1.1286 1.1301 -1.2341
N 3.826270 1.983914 -0.693295 -0.6696 0.9155 -0.4830
O 2.466815 2.876338 -3.074776 0.7754 -0.8479 2.0201
C 2.430164 -1.319297 -1.416342 1.7095 -1.8989 1.3375
F 2.507838 -2.777772 -1.259229 -0.1567 2.3956 -0.1243
F 2.477985 -0.869351 -0.021627 -0.7087 -0.7753 -1.9433
C 0.939901 -1.124730 -1.901498 -2.5788 -2.7581 -0.4735
F 0.630344 -1.677919 -3.185023 1.3583 2.0255 3.0947
F 0.188183 -2.035903 -1.044453 1.5789 1.9356 -1.3090
C 0.206835 0.273551 -1.643191 -2.7514 3.0391 -0.4828
F -0.880326 0.119169 -0.710228 2.6688 0.2185 -1.9257
F -0.442427 0.788914 -2.806278 1.9754 -1.5932 2.9651
F 0.986065 1.303825 -1.110525 -1.3032 -2.6259 -1.2394
H 6.217177 0.426265 -1.814160 -0.2863 -1.0616 1.0656
H 5.450599 -0.024459 -0.117174 0.9517 -0.2218 -1.5348
H 6.856990 -1.031434 -0.761569 -1.1093 1.1043 -0.6854
H 4.883752 -2.326311 -0.942275 -0.7708 1.1422 -1.0136
H 5.403763 -1.900185 -2.643491 -1.1594 0.5471 1.2977
H 4.761837 -0.011890 -3.538657 -1.9033 0.2859 0.8192
H 3.378843 2.901858 -0.484360 0.2737 -0.9184 0.1262
H 4.805299 2.098115 -0.360938 -0.8969 -0.1064 -0.7050
H 2.220426 3.560227 -2.412953 0.1911 -0.6372 -0.5823
C -2.832188 -1.664255 0.898269 0.0334 0.4151 -0.0938
C -2.208886 -2.870952 1.562586 0.2369 -0.3660 -0.1026
C -3.273026 -3.260004 2.570648 -0.1587 0.0402 0.2334
O -4.536436 -2.877811 2.009059 0.2163 0.0642 -0.0218
C -4.298472 -2.042805 0.866691 -0.2056 -0.1820 -0.1222
H -2.426999 -1.449965 -0.090588 -0.0540 -0.0410 0.1374
H -2.688015 -0.779150 1.527217 0.0189 -0.0148 -0.0900
H -2.078725 -3.672372 0.828137 0.0442 0.0569 0.0667
H -1.239867 -2.668897 2.021930 -0.0699 -0.0144 -0.0467
H -3.146526 -2.715246 3.512871 0.0836 -0.0497 0.0463
H -3.275768 -4.331398 2.785609 -0.1218 0.0554 0.0018
H -4.538542 -2.625306 -0.029406 0.0052 0.0957 -0.0589
H -4.957780 -1.172097 0.903246 -0.0589 -0.0914 0.0681
C -3.269783 2.252575 1.924364 0.4215 -0.1185 -0.2405
C -4.242816 1.581721 2.865512 -0.4654 -0.1811 -0.0027
C -3.913085 2.244900 4.188097 0.1943 0.0696 0.2673
O -3.456928 3.569988 3.884467 -0.0529 -0.2205 -0.1805
C -3.225671 3.665507 2.471783 -0.1214 0.3028 0.0362
H -3.572343 2.210674 0.876694 0.0559 0.0141 0.0676
H -2.283779 1.785034 2.015503 -0.0547 0.0477 -0.0814
H -5.269583 1.824322 2.571818 0.0415 -0.0627 0.0419
H -4.144649 0.495025 2.897862 -0.0244 0.0645 0.0270
H -3.101434 1.720825 4.704175 -0.0590 -0.0864 0.0227
H -4.774853 2.297331 4.857867 0.0786 0.0988 0.0018
H -4.023143 4.282234 2.042745 0.0481 0.0096 -0.0907
H -2.268024 4.157576 2.288224 -0.0577 0.0138 0.1125

18
Properties=species:S:1:pos:R:3:forces:R:3 method="wB97M-V/def2-TZVPD" total_charge=0 energy_ha=-269.0186 gap_ev=9.583 smiles="C=NC.CCN" spin_multiplicity=1 e_lumo_ev=1.05
C 0.209659 -2.649323 -1.543850 -0.0071 0.4408 1.7366
N 0.604858 -1.946879 -0.525456 0.4942 -1.4872 -2.2094
C 1.122807 -2.319624 0.806258 -2.1766 -1.9231 -0.1460
H 0.149285 -2.132718 -2.496555 -0.2981 0.5052 0.0500
H -0.189550 -3.701889 -1.696521 1.0254 0.5982 1.0861
H 0.238583 -2.240687 1.513320 1.3136 0.3011 -0.4689
H 1.912585 -1.619314 1.007486 0.0665 0.2758 0.4489
H 1.507016 -3.382914 0.936606 -0.4190 1.0975 -0.5347
C -0.591266 3.037995 -0.276832 -0.4356 -3.0701 0.6463
C -0.990581 1.883467 0.713036 1.8237 -0.4727 -0.4331
N 0.025710 0.803203 0.689483 -1.4756 -1.1381 -0.1838
H -0.259741 2.541090 -1.190619 0.0549 -0.2492 0.0069
H -1.494020 3.484415 -0.567640 -0.8681 1.7759 -0.0816
H 0.245036 3.575297 0.058716 0.6305 1.4512 0.5780
H -1.176774 2.038771 1.780012 -0.0769 1.1440 -0.3027
H -1.862357 1.464285 0.304425 -1.4871 -0.5026 -0.3619
H -0.327704 -0.037814 0.142308 1.3601 1.7995 0.6554
H 0.876455 1.202638 0.345822 0.4751 -0.5461 -0.4861